# 1
This record from the Open Molecules 2025 dataset describes one molecule with the formula C8H17N2P in a non-equilibrium geometry. The level of theory is ωB97M-V/def2-TZVPD.

```
28
C8H17N2P (ωB97M-V/def2-TZVPD)
C -1.17759 -2.30925 1.27832
C -0.70337 -0.87260 1.27731
N 0.10443 -0.43902 0.14788
C -0.61185 -0.34840 -1.10573
C 0.39431 -0.69872 -2.20767
C -1.57956 0.87168 -1.55084
C 0.94938 0.69622 0.58596
C 0.28965 1.93664 1.26588
P 2.42410 0.20390 1.56489
C 1.49994 1.25600 -0.64543
N 2.20763 1.78490 -1.38341
H -0.63318 -2.92794 0.46081
H -0.99019 -2.80801 2.19216
H -2.30174 -2.50506 1.17952
H -1.57177 -0.23961 1.63399
H 0.08533 -0.82914 2.06109
H -1.39837 -1.09827 -1.12746
H 1.10073 -1.29132 -1.67414
H -0.23739 -1.35992 -2.78884
H 0.80749 0.12502 -2.74414
H -1.06053 1.62362 -2.08392
H -2.01280 1.18105 -0.63197
H -2.34260 0.47415 -2.23444
H 1.12356 2.38819 1.87103
H -0.16396 2.69462 0.66283
H -0.42281 1.51570 1.94962
H 3.13734 -0.44232 0.55633
H 3.08383 1.41787 1.49037
```

Values from the calculation:
Largest force on an atom (Eh/bohr): 0.06434
SMILES: CCN(C(C)C)[C@@](C)(P)C#N
Net charge: 0
Energy relative to the best compared isomer or geometry (same formula, charge and spin) (kcal/mol): 33.3
HOMO level (eV): -8.98
Total energy (eV): -20837.8226
HOMO-LUMO gap (eV): 9.8

Löwdin atomic charge list, values in e, 5 entries: C -0.1008; C -0.2917; N -0.1421; C -0.3915; C -0.0600



# 2
This record from the Open Molecules 2025 dataset describes one molecule with the formula C3H7NO2 in a non-equilibrium geometry. The level of theory is ωB97M-V/def2-TZVPD.

```
13
C3H7NO2 (ωB97M-V/def2-TZVPD)
C 0.62716 0.26870 -1.79417
C -0.44208 0.19048 -0.66738
N -0.37046 0.59301 0.67849
C 0.04790 -0.40422 1.41243
O 0.92383 -1.18922 1.11356
O -0.33683 -0.34667 2.70735
H 0.50414 1.29572 -2.22609
H 1.68379 0.12524 -1.58098
H 0.38331 -0.43637 -2.57989
H -1.32096 0.73913 -0.97863
H -0.55392 -0.93708 -0.43587
H -0.79356 1.35591 1.24286
H -0.35232 -1.25462 3.10832
```

Values from the calculation:
Largest force on an atom (Eh/bohr): 0.09724
SMILES: CCNC(=O)O
Net charge: 0
Energy relative to the best compared isomer or geometry (same formula, charge and spin) (kcal/mol): 39.7
HOMO level (eV): -9.63
Total energy (eV): -8808.8077
HOMO-LUMO gap (eV): 10.4

Löwdin atomic charge list, values in e, 5 entries: C -0.0701; C -0.2442; N 0.0495; C -0.6874; O 0.0826



# 3
This record from the Open Molecules 2025 dataset describes C24H33LuNOP2 as an isolated structure in a non-equilibrium geometry. The level of theory is ωB97M-V/def2-TZVPD.

```
62
C24H33LuNOP2 (ωB97M-V/def2-TZVPD)
C 4.96312 1.08036 -0.69357
C 3.63484 1.39487 -0.96670
C 2.91580 0.56159 -1.87100
C 3.50942 -0.60632 -2.42912
C 4.81218 -0.96692 -1.97691
C 5.53682 -0.10834 -1.16786
C 2.73931 -1.37793 -3.31119
C 1.60071 -0.83072 -3.92195
C 1.04355 0.35072 -3.34966
C -0.16166 0.91926 -3.85153
C -0.81093 0.27272 -4.89896
C -0.30834 -0.92079 -5.43216
C 0.88097 -1.45825 -4.97270
H 5.53985 1.74841 -0.05301
H 5.22901 -1.92762 -2.29478
H 6.56349 -0.34738 -0.88541
H 3.09062 -2.36305 -3.61571
H -1.74901 0.68611 -5.27198
H -0.86973 -1.42173 -6.22162
H 1.28562 -2.37759 -5.39850
N 1.57306 0.81009 -2.14813
Lu 0.28374 0.26683 -0.43275
C 2.95857 2.55313 -0.25796
H 2.34226 3.14123 -0.95700
H 3.71028 3.20972 0.20413
C -0.79254 2.14178 -3.19995
H -0.03437 2.90448 -2.95851
H -1.54521 2.58346 -3.86966
P 1.81609 1.98545 1.10477
P -1.65364 1.70594 -1.61310
C -3.04391 0.68192 -2.20961
H -3.61296 0.32070 -1.34258
H -3.70586 1.26858 -2.86193
H -2.67334 -0.18810 -2.76387
C -2.46807 3.25296 -1.10262
H -3.14012 3.63511 -1.88575
H -3.05111 3.05914 -0.19086
H -1.70991 4.01440 -0.86945
C 2.98827 1.28342 2.31720
H 3.70185 2.03153 2.68789
H 2.40419 0.89285 3.16201
H 3.53568 0.45064 1.85984
C 1.33623 3.57682 1.85271
H 0.68507 3.37053 2.71230
H 2.21295 4.15158 2.18574
H 0.77482 4.16707 1.11598
C 0.96607 -1.91191 -1.23970
O -0.21695 -1.77133 -0.89301
H 1.47997 -2.73053 -1.81320
C -2.39038 -1.45038 1.90884
C -2.40637 0.04180 1.55912
C -3.30192 0.81758 2.52861
C -1.00065 0.65157 1.52518
H -1.89600 -1.61103 2.87479
H -1.85993 -2.03920 1.15046
H -3.41668 -1.83745 1.98520
H -2.85881 0.13582 0.55172
H -2.86372 0.80201 3.53179
H -3.39013 1.86842 2.22711
H -4.30736 0.38490 2.58369
H -1.04185 1.73430 1.71754
H -0.36697 0.19032 2.29878
```

Values from the calculation:
Largest force on an atom (Eh/bohr): 0.06813
Net charge: +1
HOMO level (eV): -9.84
Total energy (eV): -81153.1593
HOMO-LUMO gap (eV): 5.4

Löwdin atomic charge list, values in e, 5 entries: C -0.0173; C -0.2208; C -0.1898; C -0.1535; C 0.0039



# 4
This record from the Open Molecules 2025 dataset describes a 10-piece molecular cluster, C22H68N4O10 overall in a non-equilibrium geometry. The level of theory is ωB97M-V/def2-TZVPD.

```
104
C22H68N4O10 (ωB97M-V/def2-TZVPD)
C -0.21010 -2.38015 8.14899
O 0.23726 -2.12537 6.83603
C -0.34539 -0.99786 6.23420
C 0.33801 -0.74588 4.89513
C -0.21521 0.55094 4.30047
N 0.25002 -1.84533 3.92043
H -1.17991 -1.92151 8.35152
H 0.49720 -2.05374 8.91668
H -0.31323 -3.45234 8.32582
H -1.42160 -1.05848 6.00984
H -0.23282 -0.11735 6.87720
H 1.40127 -0.53840 5.05800
H 0.22126 0.68636 3.31020
H 0.06009 1.40340 4.91934
H -1.30011 0.46681 4.20228
H -0.74200 -2.16312 3.91263
H 0.73301 -2.61442 4.38498
C 2.40081 -2.33893 -2.85773
O 2.97000 -1.55892 -1.82731
C 3.03230 -0.18105 -2.15158
C 3.61996 0.55405 -0.94106
C 3.64872 2.06487 -1.08124
N 5.02997 0.08408 -0.70962
H 2.37493 -3.38622 -2.55661
H 3.00386 -2.32171 -3.77008
H 1.37617 -2.00658 -3.03245
H 3.67498 -0.06148 -3.03172
H 2.06120 0.26614 -2.39663
H 3.03634 0.22133 -0.07940
H 4.08287 2.32878 -2.04969
H 4.12312 2.60123 -0.26687
H 2.59964 2.37527 -1.16025
H 5.52448 0.19719 -1.59589
H 4.88406 -0.93013 -0.72792
C 1.52241 2.51360 -4.71092
O 1.41190 1.17243 -5.15442
C 0.19726 0.88783 -5.83818
C -0.97384 0.82474 -4.86278
C -0.81056 -0.39272 -3.96984
N -2.27703 0.72420 -5.56722
H 2.33505 2.46531 -3.98768
H 0.60041 2.80123 -4.19182
H 1.65060 3.28668 -5.47445
H 0.00287 1.56705 -6.67170
H 0.33084 -0.11797 -6.24245
H -1.05561 1.74024 -4.27458
H -0.90237 -1.30522 -4.56699
H -1.44869 -0.39761 -3.09012
H 0.21316 -0.52108 -3.59563
H -2.34190 -0.20341 -5.98741
H -2.95207 0.57835 -4.81879
C -1.18315 -3.78424 -1.12143
O -2.04304 -3.17289 -0.21428
C -1.82109 -3.49971 1.11971
C -2.69628 -2.73051 2.08535
C -2.72927 -1.22508 1.96537
N -2.39252 -3.10743 3.48595
H -1.41126 -4.86134 -1.21571
H -0.15364 -3.72161 -0.75079
H -1.29569 -3.48041 -2.16125
H -1.94160 -4.57192 1.34171
H -0.76069 -3.34294 1.37344
H -3.72759 -3.07416 1.91529
H -1.76693 -0.72616 2.08659
H -3.44544 -0.74138 2.62879
H -2.99502 -1.05980 0.91769
H -3.00223 -2.51736 4.03699
H -2.55947 -4.09419 3.63620
C 3.30627 1.88502 2.29990
O 4.59267 2.35610 1.88171
H 3.34180 1.61525 3.36178
H 2.72949 2.81148 2.28185
H 2.83041 1.09208 1.72679
H 5.08665 1.63528 1.47640
C -4.55432 0.38780 -2.80132
O -4.22689 -0.77684 -3.54875
H -5.21226 1.03335 -3.38187
H -5.15888 0.06729 -1.94803
H -3.68315 0.94150 -2.44063
H -4.22715 -1.53423 -2.96159
C -0.57640 0.82215 -0.69905
O 0.49646 1.16329 0.17902
H -0.12804 0.43168 -1.61188
H -1.19499 0.05383 -0.24162
H -1.16799 1.70819 -0.92461
H 0.87645 0.32658 0.49420
C 0.74470 4.70827 -0.15254
O 0.52950 3.85319 0.96022
H 1.68029 4.54025 -0.68731
H -0.09000 4.73142 -0.86555
H 0.69262 5.70246 0.29958
H 0.48092 2.94380 0.61022
C 2.70028 -1.71026 1.49190
O 1.33881 -1.27503 1.41755
H 3.27178 -1.19243 2.26489
H 2.57127 -2.75663 1.79175
H 3.14210 -1.63364 0.50167
H 0.90828 -1.39241 2.30672
C -3.95379 3.78320 -1.60594
O -5.22948 3.15069 -1.48031
H -4.01731 4.77760 -1.16164
H -3.20521 3.25160 -1.01550
H -3.61423 3.75224 -2.64346
H -5.87932 3.83187 -1.66687
```

Values from the calculation:
Largest force on an atom (Eh/bohr): 0.03578
SMILES: COC[C@H](C)N.COC[C@H](C)N.COC[C@H](C)N.COC[C@H](C)N.CO.CO.CO.CO.CO.CO
Net charge: 0
Energy relative to the best compared isomer or geometry (same formula, charge and spin) (kcal/mol): 31.5
HOMO level (eV): -9.30
Total energy (eV): -50347.4394
HOMO-LUMO gap (eV): 9.8

Löwdin atomic charge list, values in e, 5 entries: C -0.1091; O -0.1730; C -0.2262; C -0.4177; C -0.0520